1.
The following is a quantum chemistry calculation of a structure of composition C7H17NNbO2 at a distorted geometry, from the OMol25 dataset.

Results
LUMO level (eV): 2.14
Total charge: -1
Multiplicity: 1
HOMO-LUMO gap (eV): 6.690

Element x y z (Å)
1 C 2.18914 -1.06579 -0.39714
2 C 1.42352 0.34384 -0.27515
3 C -0.03434 0.00165 0.30648
4 O -0.08863 -0.82864 1.21911
5 O -1.11909 0.63824 -0.30283
6 C -2.17836 0.95223 0.63434
7 C -3.53792 1.05376 -0.25197
8 Nb -4.52774 -1.02648 -0.35926
9 H 2.77480 -1.25127 0.55245
10 H 2.89165 -1.05126 -1.30289
11 H 1.48185 -1.93380 -0.57922
12 H 1.24808 0.68670 -1.35101
13 H 1.97293 1.10228 0.35044
14 H -2.37540 0.15399 1.40915
15 H -2.01914 1.93090 1.20001
16 H -3.19494 1.28145 -1.31050
17 H -4.23434 1.86935 0.10908
18 H -6.11580 -0.22751 0.03217
19 H -4.21995 -1.28354 1.43133
20 H -2.90901 -1.79344 -0.78898
21 H -4.82124 -0.80837 -2.16468
22 H -5.40469 -2.63310 -0.44526
23 C 5.78953 0.27822 0.50694
24 C 4.83979 1.36864 0.13535
25 N 4.09509 2.21836 -0.15496
26 H 5.71809 0.07352 1.57561
27 H 5.54582 -0.62899 -0.04712
28 H 6.81029 0.57904 0.26850

Löwdin population analysis, charges in e, atoms 1 to 6: number 1, C, carries -0.13; number 2, C, carries -0.13; number 3, C, carries -0.42; number 4, O, carries 0.05; number 5, O, carries -0.09; number 6, C, carries -0.31


2.
The following is a quantum chemistry calculation of a structure of composition C35H47N6OS2Si2TcTe2, from the OMol25 dataset.

Results
LUMO level (spin up / spin down) (eV): -2.51 / -3.98
Total charge: +1
Multiplicity: 4
HOMO-LUMO gap (spin up / spin down) (eV): 6.995 / 5.382

Element x y z (Å)
1 Tc -0.50686 1.37019 -0.92020
2 C -1.18606 4.67951 2.65024
3 N -1.98961 4.81058 1.44023
4 C -3.05918 5.80528 1.40057
5 C -1.77303 3.94678 0.43182
6 N -0.96362 2.93574 0.50104
7 N -2.44887 4.23839 -0.74696
8 C -2.74580 3.38881 -1.79631
9 N -3.50328 3.95355 -2.76231
10 N -2.35900 2.16020 -1.81076
11 H -1.33388 5.56067 3.26627
12 H -0.12509 4.62133 2.40495
13 H -1.47198 3.79841 3.23056
14 H -3.23950 6.15785 2.41092
15 H -3.98987 5.36926 1.03858
16 H -2.79393 6.67366 0.79097
17 H -0.53754 2.81742 1.40996
18 H -2.80213 5.17574 -0.82583
19 H -3.64003 4.94861 -2.80281
20 H -3.58871 3.46600 -3.63847
21 H -2.65417 1.66154 -2.64273
22 C -5.49540 -2.19154 0.61607
23 Si -4.21478 -2.43687 -0.71584
24 C -4.24842 -4.20373 -1.30845
25 C -4.49681 -1.22247 -2.11711
26 C -2.51349 -2.05070 0.01108
27 Te -2.41760 0.00106 0.59420
28 C -1.89687 -0.37147 2.62993
29 Si -0.21429 -1.15856 3.06667
30 C 0.49749 -2.12305 1.64269
31 C 0.87726 0.25494 3.60034
32 C -0.55025 -2.29939 4.50104
33 H -6.50174 -2.33021 0.21230
34 H -5.44573 -1.18761 1.04478
35 H -5.36362 -2.91578 1.42493
36 H -5.16599 -4.40425 -1.86805
37 H -4.22456 -4.88708 -0.45530
38 H -3.40146 -4.45076 -1.95104
39 H -5.22699 -1.60825 -2.83270
40 H -3.56750 -1.02462 -2.66447
41 H -4.87878 -0.27362 -1.73041
42 H -1.70050 -2.21413 -0.69908
43 H -2.30784 -2.62613 0.91594
44 H -2.72690 -0.98446 2.98995
45 H -1.98675 0.59890 3.12496
46 H 0.46422 -1.56720 0.70401
47 H -0.01923 -3.07648 1.50721
48 H 1.54669 -2.35006 1.85154
49 H 1.10586 0.91445 2.75761
50 H 1.83100 -0.10017 4.00223
51 H 0.38827 0.84028 4.38481
52 H -1.25682 -3.08817 4.22940
53 H -0.96342 -1.75295 5.35294
54 H 0.37335 -2.78072 4.83483
55 N -0.80972 -5.76562 -7.93584
56 C -0.72468 -4.98504 -7.09710
57 C -0.63188 -4.00142 -6.04628
58 C 0.39949 -3.06550 -6.05116
59 C 0.46535 -2.10685 -5.05764
60 C -0.49918 -2.07275 -4.04705
61 C -1.52048 -3.02428 -4.04276
62 C -1.59081 -3.98242 -5.03528
63 C -0.45719 -1.04187 -3.05260
64 C -0.43285 -0.14018 -2.23161
65 H 1.14244 -3.09244 -6.83691
66 H 1.26112 -1.37261 -5.05326
67 H -2.26119 -3.00185 -3.25569
68 H -2.38536 -4.71701 -5.03908
69 C 7.46996 -0.70292 6.43203
70 C 6.46810 -0.47777 5.32975
71 O 5.30195 -0.73846 5.41403
72 S 7.22440 0.22542 3.85431
73 C 5.79959 0.37782 2.81690
74 C 5.12794 -0.75542 2.37354
75 C 3.98592 -0.62406 1.60638
76 C 3.50755 0.64278 1.26655
77 C 4.21444 1.77703 1.67570
78 C 5.35254 1.64391 2.45317
79 C 2.27432 0.79625 0.55847
80 C 1.21192 0.94926 -0.02393
81 H 7.53454 -1.77312 6.62969
82 H 7.11061 -0.21530 7.33757
83 H 8.45695 -0.32308 6.17450
84 H 5.49738 -1.73644 2.63997
85 H 3.45391 -1.50108 1.26310
86 H 3.85478 2.75566 1.38567
87 H 5.89299 2.51889 2.79010
88 Te 0.72086 3.12016 -2.59540
89 C 2.30074 2.02213 -3.39579
90 C 2.75289 0.77979 -3.05000
91 C 3.85320 0.35770 -3.85162
92 C 4.20814 1.28165 -4.78382
93 S 3.21382 2.67098 -4.69793
94 H 2.31099 0.19352 -2.25926
95 H 4.35876 -0.59099 -3.73301
96 H 4.99947 1.22677 -5.51512

Löwdin population analysis, charges in e, atoms 1 to 6: number 1, Tc, carries 0.86; number 2, C, carries -0.02; number 3, N, carries -0.13; number 4, C, carries -0.02; number 5, C, carries -0.41; number 6, N, carries -0.02


3.
The following is a quantum chemistry calculation of a cluster of 9 separate species, C5H26NO10 in total at a distorted geometry, from the OMol25 dataset.

Results
LUMO level (eV): -3.79
Total charge: +1
Multiplicity: 1
HOMO-LUMO gap (eV): 9.790

Element x y z (Å)
1 O 0.23944 -0.65827 1.24127
2 C 0.17401 0.51530 1.47744
3 O 0.58613 1.04923 2.65152
4 C -0.30550 1.52099 0.46298
5 C -1.08103 0.70420 -0.59463
6 C -2.53082 0.32179 -0.29752
7 C -3.38777 -1.58240 0.81363
8 N -2.55542 -1.12967 -0.04375
9 H 1.19481 0.51355 3.17409
10 H 0.55510 1.91122 -0.07112
11 H -0.80146 2.36617 0.95711
12 H -0.98737 1.17691 -1.57616
13 H -0.47981 -0.21716 -0.66126
14 H -3.13058 0.55733 -1.19318
15 H -3.06023 0.85135 0.52492
16 H -3.41037 -2.69142 0.94455
17 H -4.10357 -0.94824 1.30847
18 H -2.02255 -1.79944 -0.60922
19 H -1.78976 -1.90318 4.12773
20 H -1.63365 -1.63305 2.59936
21 O -2.22871 -1.97168 3.27723
22 H 1.55483 3.35607 -1.12342
23 H 0.84325 4.25990 -0.23518
24 O 1.58633 3.64320 -0.19222
25 H 0.31674 -1.86152 -1.84212
26 H 0.23141 -3.35497 -1.33009
27 O -0.25813 -2.53692 -1.43041
28 H -0.01647 -3.92599 2.02473
29 H 0.72502 -2.59920 1.40583
30 O 0.30881 -3.03407 2.15089
31 H 2.23256 0.45589 -0.52019
32 H 3.03124 -0.80005 -0.69136
33 O 2.15652 -0.44620 -0.89846
34 H 0.95404 -0.91205 -4.05575
35 H 1.63177 -0.11475 -2.77425
36 O 0.88912 -0.58888 -3.15537
37 H 2.26579 1.88616 -2.73790
38 H 0.82032 1.61436 -3.21690
39 O 1.39349 2.30148 -2.85045
40 H 2.96060 2.58499 0.74190
41 H 3.72148 1.39154 1.53288
42 O 3.41040 1.72749 0.68436

Löwdin population analysis, charges in e, atoms 1 to 6: number 1, O, carries 0.06; number 2, C, carries -0.49; number 3, O, carries 0.13; number 4, C, carries -0.07; number 5, C, carries -0.15; number 6, C, carries -0.11